Molecular formula: C5H10O
Method: DFT, ωB97M-V/def2-TZVPD

Last column: Löwdin charge in e.
Cartesian coordinates (Å):
H -0.686 -0.749 1.167  0.100
C 0.540 1.695 0.220  -0.063
C 1.491 -1.306 0.130  -0.122
O 1.197 -0.306 -0.903  -0.175
H -0.382 2.332 0.258  0.094
H 1.235 2.261 -0.368  0.066
H 1.524 -0.891 1.304  0.137
H -2.575 -0.075 -1.264  0.084
H 0.992 1.585 1.256  0.099
C -2.284 -0.497 -0.247  0.008
H -0.306 0.819 -1.538  0.150
C 0.071 0.481 -0.537  -0.439
H -3.024 -1.069 0.308  0.050
H 2.461 -1.710 -0.156  0.067
H 0.778 -2.224 0.182  0.099
C -1.032 -0.346 0.189  -0.155

Cartesian forces (eV/Å) of the 3 atoms listed first:
H -0.6 0.3 -0.7
C -1.3 1.1 1.2
C -0.3 -0.1 1.5

2S+1: 1
Kohn-Sham gap (eV): 10.764
E_tot (Eh): -271.67041
F_max (eV Å⁻¹): 3.30
SMILES: C=C[C@@H](C)OC



Molecular formula: C2H9OS
Method: DFT, ωB97M-V/def2-TZVPD

Last column: Löwdin charge in e.
Cartesian coordinates (Å):
H 1.752 0.942 2.322  0.069
H 0.167 -1.734 -3.017  0.094
S 0.064 0.165 -1.075  1.128
H -0.868 -2.782 -2.004  0.124
H 0.768 2.038 2.265  0.064
H 0.740 -3.126 -2.042  0.109
C 0.353 -1.422 -0.868  -0.406
O 1.298 1.494 1.664  -0.075
H 0.324 0.754 0.098  -0.090
C 0.088 -2.242 -2.061  -0.136
H 0.824 -1.952 -0.047  0.115
H -3.063 4.128 2.314  0.012
H -2.448 3.736 2.453  -0.007

Cartesian forces (eV/Å) of the 3 atoms listed first:
H 0.2 -0.1 -0.5
H -0.2 0.2 0.1
S -0.4 0.0 -0.5

2S+1: 1
Total charge: +1
Kohn-Sham gap (eV): 9.689
E_tot (Eh): -554.67764
F_max (eV Å⁻¹): 1.55



Molecular formula: C45H85N3O10S
Method: DFT, ωB97M-V/def2-TZVPD

Last column: Löwdin charge in e.
Cartesian coordinates (Å):
H -6.030 5.282 -3.761  0.065
C -4.282 -5.427 -2.073  0.061
H -2.966 3.798 -2.297  0.060
H -0.061 0.771 -0.718  0.106
H 2.978 -1.480 -0.071  0.114
H -5.928 4.056 -0.182  0.100
H -2.622 4.205 -0.785  0.053
H 3.911 -1.560 -2.626  0.107
H -3.138 -0.726 -4.631  0.105
H 4.579 0.731 8.622  0.112
C 2.438 1.477 0.874  -0.114
C -6.601 2.667 -4.655  -0.031
H 2.384 -2.438 2.084  0.114
H 0.660 -8.643 1.180  0.090
C 3.018 -2.073 5.273  -0.036
C 2.605 1.268 7.957  -0.133
C -2.102 3.295 -0.474  -0.086
H 0.476 -1.323 -2.573  0.102
O -4.891 1.827 -1.587  -0.011
C 1.950 0.246 -2.829  -0.115
H 0.016 -4.528 4.137  0.132
C -4.109 2.381 -4.441  -0.128
H -3.768 -6.302 -1.689  0.070
C -2.040 -2.361 -3.828  -0.149
C 2.477 0.208 -1.370  -0.315
H 0.835 -0.661 0.996  0.108
C -2.170 -0.867 -4.149  -0.170
H 5.064 -1.667 -1.311  0.109
C 2.075 2.383 5.756  -0.029
C 2.019 1.500 -0.608  -0.349
C 3.825 0.146 4.603  -0.021
H 4.152 1.142 4.885  0.063
H -0.983 -8.804 1.795  0.090
H -3.540 5.382 -2.795  0.134
H 6.863 1.015 -2.616  0.069
N -5.491 2.612 -2.404  -0.091
H -2.675 3.966 -4.692  0.111
H 2.346 -2.132 4.419  0.059
H -3.350 1.754 -3.961  0.104
H -1.161 0.776 -5.121  0.106
H 1.775 -4.951 1.722  0.115
H 4.000 -2.437 4.968  0.096
H -4.324 4.477 -4.948  0.101
H -0.805 4.235 0.961  0.126
C 1.491 -4.325 2.573  -0.163
C -1.066 -0.314 -5.062  -0.196
C -6.170 5.013 -2.716  -0.029
H 3.137 2.615 5.754  0.066
C 0.248 1.474 7.134  -0.045
H -1.092 -2.786 -4.153  0.117
C 0.486 1.710 -0.683  -0.168
N 1.795 -0.095 6.058  -0.099
H 1.554 3.293 6.052  0.083
H 5.047 -0.870 6.732  0.125
H -7.558 2.567 -4.142  0.093
H -4.202 3.686 -0.231  0.028
C 4.038 0.262 -1.466  -0.263
N 6.905 0.017 -2.450  0.020
C -0.181 -6.838 1.918  -0.554
C 4.030 -0.579 7.004  -0.130
H 3.701 2.848 -1.159  0.072
H 6.091 -1.553 -3.627  0.113
O 5.534 -0.573 0.594  -0.262
C -0.015 -8.333 1.977  0.023
H 2.249 -4.426 3.352  0.109
C 2.617 2.796 -1.215  -0.018
C -4.060 -3.516 -3.562  -0.502
H -2.114 -2.505 -2.746  0.131
C -3.693 3.846 -4.317  -0.159
H 1.648 1.127 1.533  0.121
C 2.137 -1.155 -0.689  -0.121
H -6.660 2.109 -5.590  0.088
H -4.969 -4.878 -1.437  0.078
H -6.130 5.941 -2.146  0.083
H 0.261 2.235 -1.621  0.125
H 2.164 0.630 8.730  0.124
C 0.352 -0.652 -4.603  -0.199
H -0.023 -1.170 -0.484  0.096
H -0.415 1.415 6.271  0.093
H -1.203 -0.680 -6.085  0.116
H 2.268 2.978 -2.231  0.085
C 4.677 -1.004 -2.080  -0.187
H -6.632 0.331 -3.248  0.098
O 0.065 -6.254 3.101  -0.002
C 4.031 0.792 7.680  -0.172
H 0.165 2.471 7.569  0.086
H -0.210 0.316 -2.793  0.093
O 5.439 1.859 0.126  -0.270
C -5.698 0.572 -3.756  -0.042
C 3.160 -0.631 5.745  -0.484
H 3.159 0.238 3.745  0.078
S 4.797 0.573 0.160  0.649
H 4.327 1.108 -2.092  0.120
H 7.771 -0.272 -2.885  0.066
C 0.146 -4.820 3.094  -0.163
C -3.751 4.311 -2.862  -0.142
H 2.245 3.627 -0.607  0.096
C 5.769 -0.659 -3.090  -0.267
H 4.567 1.520 7.065  0.102
C 0.860 -1.331 0.136  -0.174
H 1.773 2.145 4.735  0.086
H 3.666 -1.325 7.717  0.125
H -4.146 2.082 -5.491  0.128
C -5.098 4.044 -2.185  -0.467
H -4.895 0.049 -3.245  0.057
H 2.637 -2.722 6.058  0.083
C 0.578 -0.376 -3.102  -0.179
O 1.060 -0.972 6.637  -0.024
O -4.771 -2.711 -3.043  0.140
H -2.048 2.643 -1.350  0.080
H -0.163 4.249 -0.678  0.120
C -4.987 4.286 -0.684  -0.048
C 1.381 -2.877 2.076  -0.214
H 2.667 -0.253 -3.487  0.113
H 0.575 -1.704 -4.803  0.104
H -2.683 2.777 0.290  0.099
O -3.082 -3.139 -4.449  -0.032
H 2.071 -1.901 -1.488  0.115
H -0.282 -3.045 0.735  0.113
H -7.169 4.594 -2.599  0.091
O -0.507 -6.231 0.938  0.100
C -0.716 3.639 0.050  -0.231
H 1.279 -3.462 -0.003  0.120
H -0.687 -4.393 2.534  0.118
O 0.043 2.497 0.407  -0.135
H -2.162 -0.305 -3.213  0.101
C -4.031 -4.984 -3.302  -0.067
H 1.910 1.280 -3.184  0.116
H 0.756 -2.318 2.784  0.118
H 4.715 -0.390 4.272  0.096
C 1.698 1.245 6.723  -0.488
H 1.082 -0.085 -5.190  0.111
C 0.775 -2.772 0.680  -0.185
H 5.309 -0.009 -3.850  0.109
H -6.460 3.710 -4.920  0.058
H 0.363 -8.669 2.938  0.082
H -0.084 0.749 7.873  0.078
H -4.754 5.339 -0.519  0.096
O 3.578 0.631 1.166  -0.233
C -5.468 2.077 -3.804  -0.484
H -5.753 0.187 -4.775  0.093
H 2.688 2.484 1.210  0.135
H 2.614 2.286 8.357  0.125
H -3.774 -5.632 -4.131  0.108

Cartesian forces (eV/Å) of the 3 atoms listed first:
H 0.0 0.0 0.0
C 0.1 0.0 0.0
H -0.7 0.3 -0.9

2S+1: 3
Kohn-Sham gap (spin up / spin down) (eV): 8.507 / 9.574
E_tot (Eh): -3080.29776
F_max (eV Å⁻¹): 1.20



Molecular formula: C3H5N3
Method: DFT, ωB97M-V/def2-TZVPD

Last column: Löwdin charge in e.
Cartesian coordinates (Å):
H -2.452 -0.712 0.757  0.069
C 0.475 0.570 -1.951  -0.156
H -0.986 -1.504 1.344  0.080
H 2.368 0.669 -0.398  0.098
N -0.797 -0.043 -0.182  0.021
C 0.388 0.213 -0.529  -0.448
H 1.689 0.193 1.087  0.097
N 1.627 0.175 0.081  0.134
H -1.389 0.162 1.856  0.078
N 0.481 0.820 -3.080  0.151
C -1.403 -0.544 1.016  -0.125

Cartesian forces (eV/Å) of the 3 atoms listed first:
H 0.1 -0.1 0.3
C 0.1 0.3 -1.1
H 0.1 0.1 0.0

2S+1: 1
Kohn-Sham gap (eV): 10.328
E_tot (Eh): -281.54449
F_max (eV Å⁻¹): 1.15
SMILES: C/N=C(\N)C#N



For reference, energy above the lowest of the compared OMol25 structures with the same formula, charge and spin by record: 215.82; 190.04; 0.00; 119.61 kJ/mol.